# 1
Formula: C5H6N
Source: the Open Molecules 2025 dataset
Level of theory: the ωB97M-V functional and the def2-TZVPD basis

- HOMO-LUMO gap: 9.05 eV
- HOMO level: -14.97 eV
- SMILES: C=C=CC1=[NH+]C1
- Net charge: +1

Last column: Löwdin charge in e.
Cartesian coordinates (Å):
C1 2.1206 0.2521 -0.1763  0.09
C2 1.3972 -0.6993 0.3112  0.06
C3 0.1654 -1.3086 0.1815  0.04
C4 -0.7524 -0.3132 0.3169  -0.27
N1 -0.7467 0.9184 0.0002  0.21
C5 -1.9963 0.0943 -0.1612  0.03
H1 2.7717 0.8755 0.5256  0.13
H2 2.9094 0.5313 -0.8785  0.12
H3 -0.1106 -2.2766 0.4048  0.11
H4 -0.7055 1.8812 0.2560  0.17
H5 -2.1641 -0.1262 -1.2634  0.16
H6 -2.8887 0.1712 0.4831  0.14



# 2
Formula: C5H6N2
Source: the Open Molecules 2025 dataset
Level of theory: the ωB97M-V functional and the def2-TZVPD basis

- HOMO-LUMO gap: 9.96 eV
- HOMO level: -8.94 eV
- Net charge: 0

Last column: Löwdin charge in e.
Cartesian coordinates (Å):
C1 -1.1613 -0.4553 -0.0821  -0.10
C2 -1.3303 1.0500 0.2536  -0.04
C3 0.1400 0.8403 0.4609  -0.37
N1 1.1514 1.1711 -0.2758  0.12
C4 1.8629 -0.0250 -0.3876  -0.13
C5 1.2216 -1.0551 0.2224  -0.11
N2 0.0670 -0.5233 0.8112  -0.02
H1 -0.7105 -0.6601 -1.0601  0.12
H2 -1.9586 -1.1650 0.1166  0.11
H3 -1.6037 1.7627 -0.5245  0.11
H4 -1.9086 1.2214 1.1672  0.11
H5 2.7685 -0.0535 -0.9772  0.10
H6 1.4615 -2.1081 0.2754  0.10



The lowest net charge belongs to which entry? C5H6N2